Entry 1:
C3H9N2O3 | wB97M-V/def2-TZVPD

Calculated values
Energy relative to the best compared isomer or geometry (same formula, charge and spin) ... 71.2 kJ/mol
Maximum force ... 3.09 eV/A
HOMO energy ... -4.2 eV
LUMO energy ... 3.67 eV
Energy ... -455.00749 hartree

```
! wB97M-V def2-TZVPD RIJCOSX def2/J DEFGRID3
* xyz -1 1
N -0.3866 0.8339 -0.1415
C -1.0428 -0.2941 0.5848
H -0.5867 -3.0475 1.1345
H 2.6834 2.6273 -1.4190
H 0.1426 -1.4942 -0.8170
N -1.0638 -2.8572 0.2725
C -0.8214 -1.5246 -0.3133
C 0.3403 1.8321 0.4821
O 0.7774 2.7666 -0.2326
O 3.3465 1.9749 -1.1993
H -0.4241 -0.2189 1.4712
H -1.6094 -1.4912 -1.0702
H -2.0599 -2.9722 0.3870
H -0.6615 0.8409 -1.0994
H -2.1121 -0.1600 0.6943
H 2.9702 1.4931 -0.4664
O 0.5079 1.6912 1.7324
*
```

***

Entry 2:
C33H21Br15O4 | wB97M-V/def2-TZVPD

Calculated values
Maximum force ... 1.39 eV/A
HOMO energy ... -9.8 eV
LUMO energy ... -1.26 eV
Energy ... -40181.29634 hartree

```
! wB97M-V def2-TZVPD RIJCOSX def2/J DEFGRID3
* xyz 0 1
C -19.1892 24.2373 16.5403
C -20.4495 30.6855 9.8870
C -20.8927 20.7848 19.6169
H -18.6406 25.7496 15.1467
H -22.2408 33.3003 8.6902
H -23.4836 23.2589 21.0171
H -23.7168 32.5914 10.5495
C -18.7584 34.9304 15.8028
C -19.2856 25.4974 15.9810
C -19.8393 22.5487 18.2243
C -21.0471 26.0429 17.5167
H -22.4015 25.9460 14.7068
Br -15.6476 31.7386 12.8093
C -21.3456 30.2335 10.8443
C -22.7920 22.5601 20.5644
Br -12.0786 31.3106 14.3404
Br -20.0327 36.3397 15.5385
C -22.8062 32.0494 10.3211
H -21.9181 19.3003 20.7590
H -19.4286 30.3225 9.8381
C -13.1704 32.6571 15.1442
Br -16.3833 29.6248 10.5730
C -20.1806 26.4208 16.4992
H -16.7181 26.9162 13.3954
Br -18.5709 29.3169 14.4740
C -20.7665 31.7635 9.0886
C -22.5409 30.9185 11.0658
H -24.6891 26.8593 14.8252
C -20.9352 24.8007 18.1002
H -18.5179 23.5056 16.1118
Br -17.0158 32.7431 10.1137
C -16.8650 31.3022 11.3650
C -17.4654 29.6553 15.9857
C -20.9389 29.1576 11.7883
H -16.6137 30.2312 15.6541
C -21.8467 22.9930 19.6372
C -21.8837 20.3491 20.4901
H -21.7522 26.7989 17.8392
Br -17.2821 35.5272 16.8335
H -20.6899 27.0418 13.3695
O -22.7083 25.1754 19.6162
Br -14.4757 31.8919 16.3361
Br -15.4282 25.4561 14.9148
C -23.9937 27.2966 14.1219
H -23.6420 20.9279 21.6173
C -22.0003 28.5479 12.6285
O -18.9312 21.8181 17.8977
C -22.7042 26.7772 14.0806
O -19.7757 28.8084 11.8631
C -15.6558 26.7574 13.5153
C -21.9050 24.3925 19.1524
H -20.1577 20.0675 19.2811
C -20.9083 22.0868 19.1522
Br -18.3051 30.7456 17.3499
Br -12.1123 33.9681 16.0470
H -19.2503 34.1447 16.3476
H -20.0529 32.1282 8.3617
H -25.2721 28.8723 13.3876
H -17.8433 31.1735 11.8066
C -21.9646 32.4425 9.2885
H -13.7296 33.1569 14.3678
O -24.6589 30.9042 12.1012
C -21.7132 27.3926 13.3354
C -23.2933 29.0759 12.6498
C -20.0067 23.8930 17.6053
H -20.1802 27.4256 16.0957
Br -16.8027 28.0716 16.8388
C -22.8809 21.2143 20.9038
C -23.5765 30.3747 11.9963
Br -15.0475 26.0784 11.8160
Br -18.1872 34.2275 14.1245
Br -14.7994 28.4303 13.8967
C -24.2788 28.4373 13.3883
*
```